{
  "formula": "H4NOP2",
  "method": "ωB97M-V/def2-TZVPD",
  "energy_ha": -815.142890,
  "total_charge": -1,
  "smiles": "[O-][PH2]=NP",
  "homo_ev": -3.90,
  "gap_ev": 8.69,
  "spin_multiplicity": 1,
  "e_above_lowest_ev": 0.082,
  "lumo_ev": 4.788,
  "molar_mass_g_mol": 96.0,
  "species": ["N", "O", "P", "P", "H", "H", "H", "H"],
  "positions_angstrom": [[-1.001, -1.267, -0.285], [1.062, -2.832, -0.596], [-1.871, 0.138, -0.021], [0.626, -1.499, -0.167], [-1.354, 0.743, 1.206], [-1.207, 1.203, -0.831], [1.087, -1.140, 1.004], [1.311, -0.498, -1.066]],
  "atomic_forces_ev_per_a": [[1.1, 0.6, 0.6], [0.9, -1.5, 0.1], [0.9, -0.1, -0.3], [-3.1, 1.2, -4.2], [0.0, -0.1, -0.2], [-0.2, -0.5, 0.4], [0.9, 0.8, 2.7], [-0.5, -0.5, 0.9]]
}

=====

{
  "formula": "H4NOPS2",
  "method": "ωB97M-V/def2-TZVPD",
  "energy_ha": -1270.099323,
  "homo_ev": -9.35,
  "gap_ev": 8.00,
  "spin_multiplicity": 1,
  "e_above_lowest_ev": 2.627,
  "lumo_ev": -1.345,
  "molar_mass_g_mol": 129.1,
  "species": ["N", "O", "P", "S", "S", "H", "H", "H", "H"],
  "positions_angstrom": [[-0.788, -1.137, -1.172], [-0.774, -1.136, 1.296], [-0.496, -0.237, 0.052], [-1.442, 1.686, 0.568], [2.083, 0.405, 0.496], [-0.300, -0.694, -1.905], [-0.401, -2.059, 1.220], [-0.278, 2.113, 0.127], [2.396, 1.058, -0.682]],
  "atomic_forces_ev_per_a": [[0.1, 0.7, 0.9], [0.4, -1.1, 1.6], [1.3, 0.4, 0.5], [0.4, -1.9, -0.3], [-2.1, 0.0, -1.1], [0.4, 0.3, -2.0], [-0.6, 1.4, -0.2], [0.5, 0.8, -0.1], [-0.4, -0.5, 0.7]]
}

=====

{
  "formula": "H4NP",
  "method": "ωB97M-V/def2-TZVPD",
  "energy_ha": -398.239518,
  "homo_ev": [-8.82, -8.96],
  "gap_ev": [9.61, 7.25],
  "spin_multiplicity": 3,
  "e_above_lowest_ev": 2.050,
  "s2": 2.015,
  "lumo_ev": [0.795, -1.714],
  "molar_mass_g_mol": 49.0,
  "species": ["N", "P", "H", "H", "H", "H"],
  "positions_angstrom": [[1.016, -1.229, 0.378], [0.211, 0.069, -0.073], [-1.006, -0.747, 0.724], [0.095, 1.236, 0.822], [-1.059, -0.050, -0.723], [0.743, 0.721, -1.128]],
  "atomic_forces_ev_per_a": [[0.6, -1.2, 0.6], [-3.0, 1.5, 0.4], [0.6, -0.6, 1.4], [0.0, -1.1, -0.6], [0.3, 0.5, -0.6], [1.5, 0.8, -1.2]]
}

=====

{
  "formula": "H4NPS",
  "method": "ωB97M-V/def2-TZVPD",
  "energy_ha": -796.571593,
  "homo_ev": [-9.84, -8.03],
  "gap_ev": [9.00, 7.42],
  "spin_multiplicity": 1,
  "e_above_lowest_ev": 3.192,
  "lumo_ev": [-0.842, -0.609],
  "molar_mass_g_mol": 81.1,
  "species": ["N", "P", "S", "H", "H", "H", "H"],
  "positions_angstrom": [[-0.594, 1.203, -0.892], [0.393, -1.283, -0.184], [1.720, -0.700, 1.347], [-1.482, 0.865, -1.367], [0.020, 1.512, -1.785], [-0.831, -0.948, 0.419], [0.772, -0.650, 2.461]],
  "atomic_forces_ev_per_a": [[1.0, -0.3, -2.6], [-0.1, 1.2, -0.5], [-1.9, -0.1, 1.6], [1.1, 0.3, 0.5], [-1.6, -1.0, 2.4], [0.0, -0.2, 0.4], [1.5, 0.0, -1.9]]
}

=====

{
  "formula": "H4NPS",
  "method": "ωB97M-V/def2-TZVPD",
  "energy_ha": -796.606293,
  "homo_ev": [-8.17, -8.16],
  "gap_ev": [6.88, 6.88],
  "spin_multiplicity": 1,
  "e_above_lowest_ev": 2.248,
  "lumo_ev": [-1.284, -1.281],
  "molar_mass_g_mol": 81.1,
  "species": ["N", "P", "S", "H", "H", "H", "H"],
  "positions_angstrom": [[-1.407, 0.290, -0.183], [1.861, 0.028, 2.127], [2.108, 0.118, 0.044], [-2.154, -0.293, -0.629], [-1.489, 1.187, -0.549], [-0.458, -0.139, -0.565], [1.539, -1.191, -0.245]],
  "atomic_forces_ev_per_a": [[1.7, -4.0, -0.7], [0.2, 0.2, -1.3], [-0.9, -2.1, 1.1], [0.9, 0.8, 0.6], [-0.1, 1.9, -0.9], [-2.7, 1.4, 1.0], [0.9, 1.8, 0.2]]
}

=====

{
  "formula": "H4O2",
  "method": "ωB97M-V/def2-TZVPD",
  "energy_ha": -152.797665,
  "total_charge": -1,
  "homo_ev": [1.37, -7.06],
  "gap_ev": [2.42, 11.79],
  "spin_multiplicity": 2,
  "e_above_lowest_ev": 1.039,
  "s2": 0.750,
  "lumo_ev": [3.795, 4.722],
  "molar_mass_g_mol": 36.0,
  "species": ["H", "H", "O", "H", "H", "O"],
  "positions_angstrom": [[-2.637, 2.398, -0.374], [-1.282, 1.728, -0.989], [-1.830, 2.468, -1.092], [1.131, -2.832, 1.066], [2.552, -2.337, 1.614], [1.860, -2.338, 0.927]],
  "atomic_forces_ev_per_a": [[2.9, -0.2, -2.2], [1.1, -2.1, 0.7], [-4.0, 2.3, 1.6], [-3.5, -2.7, 1.5], [-1.1, -0.5, 0.0], [4.6, 3.2, -1.5]]
}

=====

{
  "formula": "H4O2",
  "method": "ωB97M-V/def2-TZVPD",
  "energy_ha": -152.867193,
  "smiles": "O.O",
  "homo_ev": -11.31,
  "gap_ev": 11.91,
  "spin_multiplicity": 1,
  "e_above_lowest_ev": 0.211,
  "lumo_ev": 0.601,
  "molar_mass_g_mol": 36.0,
  "species": ["H", "H", "H", "H", "O", "O"],
  "positions_angstrom": [[0.653, -0.180, 1.397], [1.257, -0.381, 0.010], [-1.327, 0.062, -0.108], [-0.916, 1.082, -1.235], [1.276, -0.711, 0.906], [-0.943, 0.127, -0.970]],
  "atomic_forces_ev_per_a": [[-0.2, 0.2, 0.1], [-0.3, 0.1, -0.3], [-0.4, 0.2, 0.7], [-0.2, -1.4, 0.6], [0.5, -0.4, 0.3], [0.6, 1.2, -1.4]]
}

=====

{
  "formula": "H4O2",
  "method": "ωB97M-V/def2-TZVPD",
  "energy_ha": -152.865885,
  "smiles": "O.O",
  "homo_ev": -11.63,
  "gap_ev": 12.48,
  "spin_multiplicity": 1,
  "e_above_lowest_ev": 0.246,
  "lumo_ev": 0.854,
  "molar_mass_g_mol": 36.0,
  "species": ["H", "H", "H", "H", "O", "O"],
  "positions_angstrom": [[1.363, 0.664, 0.250], [2.507, -0.186, 0.636], [-2.496, -0.552, 0.310], [-1.134, -0.397, -0.234], [1.852, -0.046, -0.108], [-1.882, 0.105, -0.012]],
  "atomic_forces_ev_per_a": [[-1.2, 1.4, 0.3], [-0.9, -0.1, -1.4], [-0.4, -0.1, 0.2], [1.8, -1.0, -0.6], [2.0, -1.3, 1.1], [-1.3, 1.1, 0.4]]
}

=====

{
  "formula": "H4O2",
  "method": "ωB97M-V/def2-TZVPD",
  "energy_ha": -152.860361,
  "smiles": "O.O",
  "homo_ev": -10.99,
  "gap_ev": 11.64,
  "spin_multiplicity": 1,
  "e_above_lowest_ev": 0.397,
  "lumo_ev": 0.645,
  "molar_mass_g_mol": 36.0,
  "species": ["H", "H", "H", "H", "O", "O"],
  "positions_angstrom": [[-0.212, -0.261, -0.290], [0.519, -1.397, -1.221], [-0.633, 0.691, 1.158], [0.794, 0.823, 0.669], [-0.363, -1.050, -0.868], [-0.104, 1.193, 0.551]],
  "atomic_forces_ev_per_a": [[0.0, -0.8, -1.3], [-1.9, 1.0, 1.0], [-0.6, -0.2, 0.8], [-0.4, 0.6, 0.1], [1.7, -0.8, -0.4], [1.2, 0.1, -0.1]]
}

=====

{
  "formula": "H4O2",
  "method": "ωB97M-V/def2-TZVPD",
  "energy_ha": -152.865523,
  "smiles": "O.O",
  "homo_ev": -11.58,
  "gap_ev": 12.61,
  "spin_multiplicity": 1,
  "e_above_lowest_ev": 0.256,
  "lumo_ev": 1.025,
  "molar_mass_g_mol": 36.0,
  "species": ["O", "H", "H", "O", "H", "H"],
  "positions_angstrom": [[0.952, -4.471, -0.636], [0.960, -5.358, -0.209], [0.566, -3.873, 0.043], [-5.119, 1.722, -1.566], [-4.392, 1.241, -2.024], [-4.719, 2.581, -1.301]],
  "atomic_forces_ev_per_a": [[-0.4, -0.3, 1.1], [0.0, 1.0, -0.4], [0.4, -0.7, -0.7], [1.2, 0.4, -0.2], [-0.8, 0.6, 0.5], [-0.4, -0.9, -0.3]]
}

=====

{
  "formula": "H4O2",
  "method": "ωB97M-V/def2-TZVPD",
  "energy_ha": -152.868924,
  "smiles": "O.O",
  "homo_ev": -11.23,
  "gap_ev": 12.09,
  "spin_multiplicity": 1,
  "e_above_lowest_ev": 0.164,
  "lumo_ev": 0.861,
  "molar_mass_g_mol": 36.0,
  "species": ["H", "H", "H", "H", "O", "O"],
  "positions_angstrom": [[1.079, -0.177, 0.558], [2.302, -0.690, -0.179], [-1.797, 0.905, -0.084], [-2.530, -0.492, -0.183], [1.789, 0.105, -0.036], [-1.671, -0.049, 0.022]],
  "atomic_forces_ev_per_a": [[0.0, 0.1, -0.2], [0.2, -0.2, -0.1], [-0.2, -0.4, -0.1], [1.1, 0.8, 0.2], [-0.2, 0.1, 0.3], [-0.9, -0.4, -0.2]]
}

=====

{
  "formula": "H4O2",
  "method": "ωB97M-V/def2-TZVPD",
  "energy_ha": -152.853183,
  "smiles": "O.O",
  "homo_ev": -11.38,
  "gap_ev": 11.96,
  "spin_multiplicity": 1,
  "e_above_lowest_ev": 0.592,
  "lumo_ev": 0.584,
  "molar_mass_g_mol": 36.0,
  "species": ["H", "H", "H", "H", "O", "O"],
  "positions_angstrom": [[0.594, 0.706, -0.026], [1.951, 0.075, 0.476], [-0.542, -0.617, 0.233], [-1.020, 0.884, 0.084], [1.180, -0.069, -0.086], [-1.303, -0.062, -0.010]],
  "atomic_forces_ev_per_a": [[1.2, -0.4, -0.1], [-0.2, 0.2, -0.1], [-0.3, 0.3, -0.1], [-0.8, -1.5, 0.0], [0.6, 0.2, 0.1], [-0.4, 1.1, 0.2]]
}

=====

{
  "formula": "H4O2",
  "method": "ωB97M-V/def2-TZVPD",
  "energy_ha": -152.858118,
  "smiles": "O.O",
  "homo_ev": -10.91,
  "gap_ev": 11.55,
  "spin_multiplicity": 1,
  "e_above_lowest_ev": 0.458,
  "lumo_ev": 0.638,
  "molar_mass_g_mol": 36.0,
  "species": ["H", "H", "H", "H", "O", "O"],
  "positions_angstrom": [[-0.609, 1.163, -1.168], [-0.887, 1.122, 0.284], [0.185, -1.842, -0.066], [1.338, -1.187, 0.890], [-0.462, 1.776, -0.374], [0.435, -1.033, 0.433]],
  "atomic_forces_ev_per_a": [[0.7, 1.6, 1.2], [1.2, 1.7, -0.9], [0.6, 0.7, 0.7], [-2.4, 0.1, -1.4], [-1.8, -3.3, -0.3], [1.7, -0.8, 0.7]]
}

=====

{
  "formula": "H4O2",
  "method": "ωB97M-V/def2-TZVPD",
  "energy_ha": -152.863054,
  "smiles": "O.O",
  "homo_ev": -11.17,
  "gap_ev": 11.76,
  "spin_multiplicity": 1,
  "e_above_lowest_ev": 0.323,
  "lumo_ev": 0.587,
  "molar_mass_g_mol": 36.0,
  "species": ["H", "H", "H", "H", "O", "O"],
  "positions_angstrom": [[1.129, -1.778, -0.179], [1.186, -0.348, 0.503], [-0.412, 0.822, -0.483], [-1.042, 0.043, 0.503], [0.883, -0.829, -0.347], [-0.990, 0.986, 0.304]],
  "atomic_forces_ev_per_a": [[-0.3, 1.4, -0.3], [-0.7, -1.1, -2.0], [-0.6, 1.0, 0.6], [-0.5, 0.0, 0.6], [1.3, -0.5, 2.3], [0.9, -0.7, -1.2]]
}

=====

{
  "formula": "H4O2",
  "method": "ωB97M-V/def2-TZVPD",
  "energy_ha": -152.873724,
  "smiles": "O.O",
  "homo_ev": -10.79,
  "gap_ev": 11.48,
  "spin_multiplicity": 1,
  "e_above_lowest_ev": 0.033,
  "lumo_ev": 0.685,
  "molar_mass_g_mol": 36.0,
  "species": ["H", "H", "O", "H", "H", "O"],
  "positions_angstrom": [[-0.216, 1.934, -0.440], [-0.232, 0.438, 0.084], [-0.658, 1.320, 0.155], [-0.165, -1.724, -0.361], [1.003, -1.676, 0.595], [0.594, -1.197, -0.129]],
  "atomic_forces_ev_per_a": [[0.1, -0.4, 0.0], [0.0, 0.8, -0.1], [-0.1, -0.3, 0.1], [-0.4, -0.3, -0.2], [0.1, 0.0, 0.2], [0.3, 0.1, 0.0]]
}

=====

{
  "formula": "H4O2",
  "method": "ωB97M-V/def2-TZVPD",
  "energy_ha": -152.869579,
  "smiles": "O.O",
  "homo_ev": -11.37,
  "gap_ev": 12.09,
  "spin_multiplicity": 1,
  "e_above_lowest_ev": 0.146,
  "lumo_ev": 0.723,
  "molar_mass_g_mol": 36.0,
  "species": ["O", "H", "H", "O", "H", "H"],
  "positions_angstrom": [[5.295, -14.653, -8.168], [4.734, -14.861, -8.915], [6.142, -14.436, -8.557], [6.452, -17.223, -5.193], [7.053, -17.774, -5.694], [6.012, -16.686, -5.852]],
  "atomic_forces_ev_per_a": [[0.0, -0.1, 0.3], [-0.2, -0.1, -0.2], [0.2, 0.1, -0.1], [0.0, 0.0, 0.2], [0.2, -0.2, -0.1], [-0.2, 0.2, -0.2]]
}

=====

{
  "formula": "H4O2",
  "method": "ωB97M-V/def2-TZVPD",
  "energy_ha": -152.868427,
  "smiles": "O.O",
  "homo_ev": -11.27,
  "gap_ev": 11.88,
  "spin_multiplicity": 1,
  "e_above_lowest_ev": 0.177,
  "lumo_ev": 0.611,
  "molar_mass_g_mol": 36.0,
  "species": ["H", "H", "H", "H", "O", "O"],
  "positions_angstrom": [[-1.875, -0.233, 0.667], [-1.476, 0.597, -0.541], [2.220, 0.424, 0.162], [0.855, -0.113, 0.115], [-1.479, -0.333, -0.208], [1.755, -0.342, -0.195]],
  "atomic_forces_ev_per_a": [[0.0, -0.2, -0.1], [0.0, -1.1, 0.2], [0.5, -0.2, -0.2], [0.2, -0.8, -0.5], [0.1, 1.4, 0.0], [-0.8, 0.8, 0.6]]
}

=====

{
  "formula": "H4O2",
  "method": "ωB97M-V/def2-TZVPD",
  "energy_ha": -152.861494,
  "smiles": "O.O",
  "homo_ev": -11.55,
  "gap_ev": 12.03,
  "spin_multiplicity": 1,
  "e_above_lowest_ev": 0.366,
  "lumo_ev": 0.487,
  "molar_mass_g_mol": 36.0,
  "species": ["H", "H", "H", "H", "O", "O"],
  "positions_angstrom": [[-0.055, 0.914, 2.480], [-0.423, 1.054, 0.918], [-0.703, -1.551, -1.217], [-0.265, -0.112, -1.114], [0.296, 0.866, 1.559], [-0.116, -0.904, -1.692]],
  "atomic_forces_ev_per_a": [[0.1, 0.0, -1.4], [0.5, -0.1, 1.2], [0.9, 0.6, -0.9], [0.5, -0.8, -0.9], [-0.6, 0.1, 0.3], [-1.4, 0.2, 1.8]]
}

=====

{
  "formula": "H4O2",
  "method": "ωB97M-V/def2-TZVPD",
  "energy_ha": -152.869589,
  "smiles": "O.O",
  "homo_ev": -11.04,
  "gap_ev": 11.81,
  "spin_multiplicity": 1,
  "e_above_lowest_ev": 0.146,
  "lumo_ev": 0.769,
  "molar_mass_g_mol": 36.0,
  "species": ["H", "H", "H", "H", "O", "O"],
  "positions_angstrom": [[1.623, 0.429, -0.403], [1.186, -0.492, 0.824], [-2.057, 0.072, 0.262], [-0.626, -0.081, -0.293], [1.240, -0.483, -0.140], [-1.366, 0.554, -0.249]],
  "atomic_forces_ev_per_a": [[-1.0, -2.2, 0.9], [0.2, 0.2, -0.2], [0.7, 0.6, -0.6], [-0.1, 0.4, -0.1], [0.9, 1.9, -0.6], [-0.7, -0.9, 0.7]]
}

=====

{
  "formula": "H4O2",
  "method": "ωB97M-V/def2-TZVPD",
  "energy_ha": -152.865319,
  "smiles": "O.O",
  "homo_ev": -11.59,
  "gap_ev": 12.29,
  "spin_multiplicity": 1,
  "e_above_lowest_ev": 0.262,
  "lumo_ev": 0.702,
  "molar_mass_g_mol": 36.0,
  "species": ["O", "H", "H", "O", "H", "H"],
  "positions_angstrom": [[-0.070, -0.534, 3.685], [0.689, -0.501, 3.060], [-0.813, -0.115, 3.195], [-0.143, 0.042, -3.353], [-0.261, 0.742, -2.672], [0.597, 0.365, -3.915]],
  "atomic_forces_ev_per_a": [[0.0, 0.5, -1.1], [-0.8, 0.0, 0.6], [0.8, -0.5, 0.5], [0.6, 1.1, 0.1], [0.2, -0.7, -0.8], [-0.8, -0.3, 0.6]]
}